A structure of composition H10IO5Zn at a distorted geometry. Source: the OMol25 dataset; level of theory: ωB97M-V with the def2-TZVPD basis set.

Frontier orbital gap = 0.18283 Ha
Calculated total energy = -2458.8958 hartree
Charge = +1
Lowest unoccupied orbital energy = -6.793 eV
Energy above the lowest of the compared OMol25 structures with the same formula, charge and spin = 0.000 eV

Positions of all 17 atoms, in Å:
O  0.568811  2.365013  -12.033157
O  1.499045  -1.584663  -10.994471
O  -1.871708  -0.468038  -12.585864
O  -0.147378  1.285695  -15.541469
H  1.414821  -2.491384  -10.699516
H  -0.269072  2.788753  -12.219206
H  -2.615854  0.061564  -12.872217
H  0.347509  -3.214570  -15.664340
H  1.157295  3.085511  -11.807743
H  -0.911086  1.228483  -16.115669
H  0.323404  2.061922  -15.844899
O  0.331739  -2.896559  -14.761646
I  4.549338  -0.040763  -14.410022
H  -0.036503  -3.622410  -14.257890
Zn  0.748663  -0.369166  -13.453902
H  -2.221857  -1.012546  -11.880778
H  1.853407  -1.118011  -10.237559

Forces on the atoms, in the same order (eV/Å):
O -0.0995 -0.6561 -0.2277
O -0.3640 0.2582 -0.6501
O 0.8348 0.0208 -0.3183
O 0.0506 -0.4685 0.6362
H -0.0222 -0.3591 -0.0351
H -0.2857 0.1169 -0.0249
H -0.1537 0.2627 -0.2422
H 0.1218 0.0785 -0.3968
H 0.3650 0.1394 0.0598
H -0.2919 -0.1710 -0.1681
H 0.3798 0.2423 0.0134
O 0.0181 0.6477 0.5011
I -1.6352 -0.1207 0.4052
H -0.1072 -0.2254 0.2140
Zn 0.9665 0.1487 -0.2484
H 0.0630 -0.2559 0.3111
H 0.1597 0.3416 0.1709